Molecular formula: C32H72N6O5P2
Method: DFT, ωB97M-V/def2-TZVPD

The geometry in XYZ format:
```
117
Properties=species:S:1:pos:R:3:forces:R:3
C -0.345 -0.815 2.745 -0.9 -0.1 0.2
C -0.550 0.384 3.281 1.3 0.0 -0.6
C 0.632 1.356 3.203 -0.2 0.6 1.3
C 0.303 2.691 2.523 -0.6 -0.2 -0.5
O 1.443 3.319 1.896 0.5 0.8 0.9
C 0.866 4.502 1.444 -2.0 -5.3 -0.7
O 1.270 5.567 1.539 1.5 3.6 -0.1
O -0.337 4.113 0.888 0.3 0.6 -0.1
C -0.675 2.765 1.330 -0.7 0.2 0.7
C -0.661 1.668 0.240 -0.5 0.5 -0.9
C -0.288 2.210 -1.174 1.0 -0.2 0.0
C 0.338 1.110 -2.081 -0.8 0.8 -0.1
C -0.700 0.117 -2.681 0.7 -1.1 0.3
C -0.525 -1.355 -2.126 -0.6 0.4 -0.7
C -0.414 -2.438 -3.255 1.0 0.2 0.7
C 0.725 -3.473 -2.955 -0.1 -0.5 -0.1
C 0.207 -4.928 -2.691 -0.2 0.5 -0.6
C 1.113 -6.045 -3.275 -0.7 -0.5 0.7
C 2.248 -6.519 -2.340 0.8 0.3 -0.7
C 3.440 -5.498 -2.225 -0.4 -0.4 -0.3
C 4.633 -5.959 -3.093 0.4 0.3 0.2
C 5.941 -5.124 -2.931 0.1 -0.2 0.7
C 6.176 -4.529 -1.504 0.8 0.0 -0.7
H -1.217 -1.445 2.543 0.6 -0.3 0.5
H 0.676 -1.142 2.522 -0.6 0.1 -0.5
H -1.491 0.635 3.783 0.3 0.2 -0.6
H 0.927 1.591 4.246 0.1 0.1 -0.5
H 1.524 0.918 2.727 -0.5 -0.1 0.0
H -0.082 3.452 3.232 0.1 -0.7 0.1
H -1.704 2.904 1.701 0.4 -0.3 -0.1
H -1.702 1.305 0.142 0.5 0.0 0.3
H -0.067 0.783 0.514 0.1 0.6 0.0
H -1.165 2.673 -1.663 0.3 -0.2 0.2
H 0.479 3.003 -1.096 -0.4 -0.3 0.2
H 0.853 1.611 -2.923 -0.2 -0.1 0.4
H 1.132 0.627 -1.483 -0.4 -0.1 -0.3
H -1.750 0.411 -2.513 0.5 0.3 -0.1
H -0.521 0.077 -3.769 -0.3 0.1 0.4
H -1.416 -1.599 -1.521 0.6 0.1 0.1
H 0.379 -1.349 -1.496 -0.4 -0.3 -0.2
H -1.373 -2.964 -3.393 0.4 0.3 -0.1
H -0.137 -1.924 -4.191 -0.3 -0.2 0.2
H 1.346 -3.138 -2.103 -0.3 0.0 -0.4
H 1.416 -3.511 -3.820 -0.4 0.0 0.3
H -0.018 -5.070 -1.616 0.3 -0.1 -0.4
H -0.777 -4.993 -3.198 0.4 -0.1 0.2
H 1.494 -5.737 -4.268 0.0 0.0 0.5
H 0.460 -6.919 -3.479 0.3 0.3 0.1
H 2.670 -7.444 -2.784 -0.2 0.3 0.3
H 1.903 -6.802 -1.332 -0.2 0.3 -0.4
H 3.136 -4.492 -2.564 0.0 -0.4 0.2
H 3.695 -5.417 -1.157 0.2 0.0 -0.5
H 4.363 -5.954 -4.167 -0.1 -0.1 0.5
H 4.866 -7.011 -2.841 -0.1 0.4 0.0
H 6.018 -4.287 -3.647 -0.2 -0.4 0.1
H 6.792 -5.800 -3.136 -0.4 0.3 -0.1
H 5.740 -5.121 -0.687 0.0 0.3 -0.3
H 7.270 -4.520 -1.333 -0.5 0.1 0.1
H 5.851 -3.476 -1.493 -0.1 -0.5 0.4
O -2.683 -1.637 5.438 -2.2 2.8 1.5
P -3.535 -2.447 6.406 3.7 -5.9 -1.8
N -2.249 -2.959 7.427 0.5 0.3 0.3
C -2.221 -4.187 8.198 -0.6 -0.1 0.2
C -1.663 -1.883 8.224 0.1 0.4 -0.4
N -3.907 -3.695 5.250 -0.3 -0.8 -0.2
C -2.873 -4.657 4.891 0.3 0.0 0.3
C -4.513 -3.163 4.032 -0.2 0.2 0.2
N -4.761 -3.112 7.524 -1.4 2.8 0.0
C -5.614 -4.251 7.208 -0.1 -0.3 -0.5
C -5.606 -2.027 8.065 0.2 0.1 0.4
H -2.806 -4.116 9.125 0.0 0.0 0.0
H -1.190 -4.424 8.472 0.0 0.2 -0.1
H -2.588 -5.043 7.637 -0.1 0.1 0.0
H -2.310 -1.614 9.072 0.1 -0.1 0.1
H -1.514 -0.988 7.618 -0.1 -0.1 -0.1
H -0.684 -2.171 8.612 -0.1 -0.1 0.0
H -1.912 -4.180 4.664 0.0 0.0 0.0
H -3.176 -5.240 4.018 -0.2 0.2 0.0
H -2.723 -5.389 5.685 0.1 0.1 0.0
H -3.771 -2.718 3.359 0.0 0.1 0.0
H -5.250 -2.390 4.273 0.0 0.0 0.0
H -5.042 -3.955 3.496 0.1 -0.1 0.1
H -6.294 -4.056 6.373 0.0 -0.1 0.0
H -6.221 -4.499 8.086 0.1 0.4 0.1
H -5.028 -5.141 6.991 0.1 0.2 -0.2
H -6.281 -1.624 7.303 -0.1 0.0 0.1
H -4.978 -1.206 8.428 0.0 0.0 -0.1
H -6.199 -2.374 8.913 0.0 -0.1 -0.1
O 0.429 5.808 -6.717 -2.9 -2.0 1.7
P 0.625 6.170 -5.251 5.5 4.2 -1.9
N 0.327 7.857 -5.418 -0.5 0.3 -0.3
C 0.884 8.899 -4.580 0.0 -0.2 0.6
C -1.065 8.183 -5.722 -0.1 -0.4 -0.4
N 2.339 5.862 -5.261 0.8 0.1 0.4
C 3.225 6.812 -5.920 -0.2 0.4 0.0
C 2.658 4.511 -5.715 -0.3 -0.1 0.2
N 0.654 6.298 -3.470 -2.1 -2.2 0.1
C 1.849 6.091 -2.659 0.5 -0.2 -0.1
C -0.451 5.515 -2.880 -0.4 0.4 0.0
H 0.358 8.995 -3.620 0.0 0.0 0.0
H 0.815 9.861 -5.095 -0.1 -0.1 -0.1
H 1.940 8.747 -4.367 -0.1 -0.2 0.0
H -1.701 8.098 -4.829 -0.1 0.2 0.0
H -1.463 7.512 -6.484 0.1 0.0 0.0
H -1.152 9.199 -6.116 0.1 0.0 0.1
H 2.869 7.102 -6.915 0.0 0.0 0.0
H 4.228 6.392 -6.028 -0.1 -0.2 0.0
H 3.356 7.712 -5.317 -0.1 0.0 -0.1
H 2.604 4.415 -6.805 -0.1 -0.1 0.0
H 1.964 3.784 -5.282 0.0 0.0 0.0
H 3.663 4.229 -5.388 0.0 0.1 0.0
H 2.234 5.069 -2.721 0.1 0.0 0.1
H 1.611 6.299 -1.610 -0.4 0.0 -0.1
H 2.640 6.788 -2.928 0.0 -0.1 -0.2
H -0.271 4.440 -2.973 -0.1 0.0 0.2
H -1.393 5.747 -3.391 0.0 0.0 -0.1
H -0.594 5.759 -1.825 0.1 0.0 0.0
```
Positions in Å, forces in eV/Å.

energy = -72101.731 eV
net charge = 0
SMILES string = C=CC[C@H]1OC(=O)O[C@H]1CCCCCCCCCCCCCC.CN(C)P(=O)(N(C)C)N(C)C.CN(C)P(=O)(N(C)C)N(C)C
highest occupied orbital energy = -0.2923 Ha
HOMO-LUMO gap = 7.3 eV

Here are the Mulliken charges for atoms 1 to 99, given in e: C -0.901; C 0.038; C -1.008; C -0.038; O -0.492; C 0.552; O -0.487; O -0.383; C 0.339; C -0.619; C -0.335; C -0.951; C -0.800; C -0.710; C -0.496; C -0.616; C -0.603; C -0.798; C -0.833; C -0.062; C -0.891; C -0.472; C -1.089; H 0.218; H 0.276; H 0.463; H 0.400; H 0.274; H 0.424; H 0.516; H 0.264; H 0.261; H 0.442; H 0.042; H 0.168; H 0.527; H 0.406; H 0.492; H 0.245; H 0.316; H 0.341; H 0.321; H 0.247; H 0.394; H 0.220; H 0.439; H 0.248; H 0.357; H 0.407; H 0.375; H 0.110; H 0.295; H 0.211; H 0.361; H 0.318; H 0.391; H 0.314; H 0.351; H 0.236; O -0.769; P 0.919; N 0.137; C -0.896; C -1.119; N 0.125; C -1.060; C -1.057; N -0.016; C -0.911; C -1.087; H 0.306; H 0.352; H 0.228; H 0.331; H 0.259; H 0.369; H 0.264; H 0.425; H 0.259; H 0.185; H 0.381; H 0.371; H 0.287; H 0.394; H 0.255; H 0.347; H 0.358; H 0.357; O -0.871; P 1.011; N 0.078; C -0.884; C -1.123; N 0.150; C -1.104; C -1.120; N 0.070; C -0.861; C -1.352